A single C3H8N2OS molecule at a distorted geometry, computed with ωB97M-V with the def2-TZVPD basis set.

Values from the calculation:
ΔE to the lowest compared entry with this formula, charge and spin = 118.1 kJ/mol
Strongest force on any atom = 2.2 eV Å⁻¹
Gap between HOMO and LUMO = 9.9 eV
SMILES = CN(S)C(=O)CN

Last columns: bonded neighbours and bond lengths (Å).
CARTESIAN COORDINATES (ANGSTROEM)
1 C 2.28 0.12 0.18  N2 1.458, H8 1.121, H9 1.106, H10 1.057
2 N 0.87 0.47 0.03  C1 1.458, S3 1.720, C4 1.354
3 S 0.28 1.72 1.06  N2 1.720, H11 1.379
4 C 0.08 -0.26 -0.79  N2 1.354, O5 1.220, C6 1.531
5 O 0.54 -1.17 -1.46  C4 1.220
6 C -1.43 -0.02 -0.74  C4 1.531, N7 1.466, H12 1.085, H13 1.079
7 N -1.94 -0.57 0.53  C6 1.466, H14 0.998, H15 1.004
8 H 2.93 1.04 0.12  C1 1.121
9 H 2.57 -0.53 -0.66  C1 1.106
10 H 2.49 -0.37 1.09  C1 1.057
11 H -0.39 0.91 1.95  S3 1.379
12 H -1.66 1.03 -0.82  C6 1.085
13 H -1.82 -0.49 -1.63  C6 1.079
14 H -1.90 -1.57 0.49  N7 0.998
15 H -2.90 -0.31 0.65  N7 1.004

=====

A single C3H8N2O molecule at a distorted geometry, computed with ωB97M-V with the def2-TZVPD basis set.

Values from the calculation:
ΔE to the lowest compared entry with this formula, charge and spin = 162.8 kJ/mol
Strongest force on any atom = 3.6 eV Å⁻¹
Gap between HOMO and LUMO = 9.6 eV
SMILES = CN(C)C(N)=O

Last columns: bonded neighbours and bond lengths (Å).
CARTESIAN COORDINATES (ANGSTROEM)
1 C -0.95 -0.60 0.89  N2 1.468, H7 1.095, H8 1.118, H9 1.113
2 N -0.22 0.04 -0.20  C1 1.468, C3 1.441, C4 1.357
3 C -0.94 1.14 -0.78  N2 1.441, H10 1.089, H11 1.099, H12 1.095
4 C 1.06 -0.21 -0.58  N2 1.357, N5 1.379, O6 1.221
5 N 1.79 -0.86 0.39  C4 1.379, H13 1.005, H14 1.008
6 O 1.51 0.12 -1.67  C4 1.221
7 H -0.41 -1.39 1.42  C1 1.095
8 H -1.23 0.17 1.65  C1 1.118
9 H -1.48 -1.03 0.01  C1 1.113
10 H -0.68 1.26 -1.83  C3 1.089
11 H -2.03 1.00 -0.69  C3 1.099
12 H -0.67 2.03 -0.21  C3 1.095
13 H 2.79 -0.84 0.26  N5 1.005
14 H 1.44 -0.84 1.34  N5 1.008

=====

A single C21H28N4O4 molecule, computed with ωB97M-V with the def2-TZVPD basis set.

Values from the calculation:
ΔE to the lowest compared entry with this formula, charge and spin = 146.3 kJ/mol
Strongest force on any atom = 0.6 eV Å⁻¹
Gap between HOMO and LUMO = 9.2 eV
SMILES = CC/C(NCCCN1CCOCC1)=C1\C(=O)NC(=O)N(Cc2ccccc2)C1=O

Last columns: bonded neighbours and bond lengths (Å).
CARTESIAN COORDINATES (ANGSTROEM)
1 C -5.03 0.47 -0.40  C2 1.533, H30 1.086, H31 1.088, H32 1.086
2 C -4.04 0.69 0.74  C1 1.533, C3 1.500, H33 1.089, H34 1.089
3 C -2.63 0.54 0.25  C2 1.500, N4 1.320, C14 1.411
4 N -1.97 1.63 -0.07  C3 1.320, C5 1.444, H35 1.030
5 C -2.50 2.98 -0.05  N4 1.444, C6 1.526, H36 1.096, H37 1.098
6 C -1.52 3.97 -0.67  C5 1.526, C7 1.530, H38 1.090, H39 1.091
7 C -0.29 4.19 0.22  C6 1.530, N8 1.454, H40 1.093, H41 1.103
8 N 0.64 3.08 0.12  C7 1.454, C9 1.454, C13 1.455
9 C 1.38 2.85 1.35  N8 1.454, C10 1.529, H42 1.093, H43 1.105
10 C 2.28 1.63 1.18  C9 1.529, O11 1.405, H44 1.091, H45 1.099
11 O 3.19 1.83 0.12  C10 1.405, C12 1.410
12 C 2.48 2.03 -1.08  O11 1.410, C13 1.527, H46 1.091, H47 1.096
13 C 1.58 3.25 -0.98  N8 1.455, C12 1.527, H48 1.091, H49 1.106
14 C -2.05 -0.74 0.09  C3 1.411, C15 1.449, C28 1.447
15 C -2.73 -1.94 0.54  C14 1.449, O16 1.218, N17 1.391
16 O -3.79 -2.02 1.13  C15 1.218
17 N -2.06 -3.12 0.27  C15 1.391, C18 1.367, H50 1.014
18 C -0.87 -3.30 -0.38  N17 1.367, O19 1.209, N20 1.377
19 O -0.41 -4.40 -0.59  C18 1.209
20 N -0.25 -2.13 -0.77  C18 1.377, C21 1.456, C28 1.387
21 C 1.04 -2.24 -1.42  N20 1.456, C22 1.507, H51 1.094, H52 1.093
22 C 2.18 -1.90 -0.49  C21 1.507, C23 1.388, C27 1.388
23 C 2.12 -2.19 0.86  C22 1.388, C24 1.384, H53 1.081
24 C 3.19 -1.88 1.69  C23 1.384, C25 1.384, H54 1.080
25 C 4.32 -1.28 1.18  C24 1.384, C26 1.384, H55 1.080
26 C 4.39 -0.99 -0.17  C25 1.384, C27 1.383, H56 1.079
27 C 3.33 -1.30 -1.00  C22 1.388, C26 1.383, H57 1.080
28 C -0.76 -0.86 -0.55  C14 1.447, N20 1.387, O29 1.231
29 O -0.10 0.09 -0.96  C28 1.231
30 H -6.04 0.66 -0.06  C1 1.086
31 H -4.82 1.13 -1.24  C1 1.088
32 H -4.97 -0.56 -0.75  C1 1.086
33 H -4.24 -0.06 1.51  C2 1.089
34 H -4.19 1.68 1.18  C2 1.089
35 H -1.00 1.52 -0.39  N4 1.030
36 H -3.44 3.01 -0.62  C5 1.096
37 H -2.72 3.28 0.98  C5 1.098
38 H -1.21 3.61 -1.65  C6 1.090
39 H -2.04 4.92 -0.80  C6 1.091
40 H -0.61 4.29 1.26  C7 1.093
41 H 0.20 5.14 -0.07  C7 1.103
42 H 0.67 2.66 2.16  C9 1.093
43 H 2.00 3.72 1.62  C9 1.105
44 H 2.88 1.46 2.07  C10 1.091
45 H 1.66 0.75 0.97  C10 1.099
46 H 3.23 2.17 -1.86  C12 1.091
47 H 1.87 1.15 -1.30  C12 1.096
48 H 1.02 3.36 -1.91  C13 1.091
49 H 2.20 4.15 -0.83  C13 1.106
50 H -2.53 -3.97 0.58  N17 1.014
51 H 1.14 -3.28 -1.75  C21 1.094
52 H 1.05 -1.58 -2.28  C21 1.093
53 H 1.24 -2.67 1.27  C23 1.081
54 H 3.12 -2.12 2.75  C24 1.080
55 H 5.15 -1.04 1.83  C25 1.080
56 H 5.27 -0.52 -0.58  C26 1.079
57 H 3.38 -1.07 -2.06  C27 1.080

=====

| no. | LUMO energy (eV) | total energy (eV) |
| --- | --- | --- |
| 1 | 0.7 | -19103.27807 |
| 2 | 0.8 | -8267.63910 |
| 3 | 0.6 | -36384.01934 |